[1]
A cluster of 10 separate species, C39H50BF4O15S4 in total in a non-equilibrium geometry, computed with ωB97M-V with the def2-TZVPD basis set.

Computed properties:
Charge = -1
Spin multiplicity = 1
Highest occupied orbital energy = -6.07 eV
Gap between HOMO and LUMO = 8.06 eV
Molecular weight = 973.9 Da

Cartesian coordinates (Å):
O (3.717, 1.072, -1.671)
C (2.680, 0.850, -1.133)
O (1.858, -0.159, -1.369)
B (0.631, -0.022, -0.566)
O (0.790, 1.264, 0.137)
C (1.998, 1.765, -0.098)
O (2.439, 2.744, 0.427)
O (0.423, -1.142, 0.373)
C (-0.819, -1.589, 0.268)
O (-1.342, -2.459, 0.901)
C (-1.519, -0.784, -0.864)
O (-0.576, -0.031, -1.421)
O (-2.674, -0.789, -1.143)
F (1.954, -0.561, 3.252)
C (2.824, -1.547, 3.499)
C (3.495, -1.601, 4.702)
C (4.518, -2.518, 4.920)
C (4.865, -3.382, 3.894)
C (4.268, -3.263, 2.638)
C (3.256, -2.340, 2.442)
H (3.133, -0.975, 5.513)
H (5.016, -2.576, 5.877)
H (5.618, -4.153, 4.009)
H (4.489, -3.954, 1.836)
H (2.687, -2.361, 1.518)
F (7.815, 4.509, 2.347)
C (7.049, 3.490, 2.800)
C (7.615, 2.559, 3.648)
C (6.814, 1.498, 4.056)
C (5.511, 1.387, 3.595)
C (4.929, 2.391, 2.828)
C (5.715, 3.469, 2.445)
H (8.577, 2.722, 4.115)
H (7.220, 0.737, 4.711)
H (4.921, 0.500, 3.786)
H (3.914, 2.279, 2.473)
H (5.387, 4.297, 1.828)
F (5.233, 7.069, -1.500)
C (4.017, 7.212, -0.935)
C (3.334, 6.115, -0.453)
C (2.162, 6.315, 0.280)
C (1.537, 7.549, 0.205)
C (2.180, 8.629, -0.391)
C (3.454, 8.470, -0.928)
H (3.892, 5.190, -0.347)
H (1.797, 5.475, 0.856)
H (0.547, 7.638, 0.636)
H (1.665, 9.580, -0.396)
H (3.940, 9.415, -1.138)
F (-9.354, 2.676, -0.535)
C (-8.251, 1.919, -0.355)
C (-8.149, 1.150, 0.785)
C (-7.039, 0.326, 0.940)
C (-6.063, 0.294, -0.045)
C (-6.111, 1.142, -1.138)
C (-7.236, 1.944, -1.287)
H (-8.927, 1.156, 1.537)
H (-6.981, -0.348, 1.783)
H (-5.315, -0.479, 0.092)
H (-5.304, 1.187, -1.853)
H (-7.283, 2.577, -2.165)
C (-3.550, -4.107, -0.424)
S (-5.273, -4.407, -0.887)
O (-5.215, -5.518, -1.864)
C (-5.732, -5.144, 0.701)
H (-3.464, -3.502, 0.471)
H (-3.082, -3.552, -1.234)
H (-3.098, -5.095, -0.375)
H (-4.923, -5.708, 1.161)
H (-6.628, -5.730, 0.515)
H (-5.957, -4.308, 1.371)
C (-3.771, -2.209, -3.904)
S (-2.928, -3.803, -3.964)
O (-4.021, -4.800, -4.042)
C (-2.299, -3.671, -5.647)
H (-3.103, -1.399, -4.208)
H (-4.218, -2.026, -2.933)
H (-4.553, -2.232, -4.668)
H (-1.930, -4.662, -5.901)
H (-1.464, -2.980, -5.670)
H (-3.088, -3.412, -6.355)
C (1.397, -2.988, -2.508)
S (1.444, -3.013, -4.302)
O (0.429, -4.001, -4.772)
C (0.680, -1.382, -4.544)
H (0.443, -2.675, -2.083)
H (2.140, -2.292, -2.122)
H (1.610, -3.993, -2.146)
H (1.452, -0.684, -4.210)
H (-0.166, -1.268, -3.868)
H (0.439, -1.323, -5.599)
C (0.251, 6.135, -4.622)
S (0.859, 6.065, -2.927)
O (-0.353, 5.756, -2.098)
C (1.572, 4.389, -3.005)
H (1.139, 6.283, -5.248)
H (-0.426, 6.967, -4.787)
H (-0.218, 5.185, -4.871)
H (2.463, 4.382, -3.641)
H (0.803, 3.784, -3.473)
H (1.847, 4.181, -1.977)
C (0.126, -4.248, 2.962)
O (-0.812, -4.649, 3.945)
C (-2.079, -4.831, 3.557)
O (-2.477, -4.963, 2.443)
O (-2.918, -4.909, 4.607)
C (-2.433, -4.711, 5.930)
H (0.139, -4.878, 2.070)
H (1.131, -4.401, 3.360)
H (0.022, -3.223, 2.624)
H (-2.265, -5.686, 6.388)
H (-3.257, -4.280, 6.511)
H (-1.625, -3.998, 6.044)

Löwdin population analysis, charges in e, atoms 1 to 99: 0.162, -0.390, 0.190, -0.902, 0.240, -0.379, 0.130, 0.214, -0.366, 0.144, -0.380, 0.213, 0.149, 0.080, -0.299, -0.043, -0.085, -0.098, -0.079, -0.017, 0.121, 0.102, 0.098, 0.105, 0.116, 0.045, -0.288, -0.025, -0.088, -0.085, -0.053, -0.005, 0.112, 0.100, 0.080, 0.094, 0.114, 0.053, -0.293, -0.041, -0.080, -0.107, -0.092, -0.030, 0.115, 0.109, 0.107, 0.101, 0.112, 0.046, -0.295, -0.025, -0.082, -0.091, -0.065, -0.024, 0.112, 0.103, 0.098, 0.108, 0.115, -0.269, 0.796, -0.558, -0.268, 0.035, -0.002, 0.068, 0.043, 0.042, 0.043, -0.261, 0.793, -0.541, -0.274, 0.050, 0.028, 0.056, 0.050, 0.010, 0.057, -0.249, 0.844, -0.572, -0.239, 0.053, 0.048, 0.059, 0.053, 0.044, 0.048, -0.274, 0.809, -0.556, -0.227, 0.049, 0.048, 0.049, 0.061



[2]
A structure of composition C39H51BCaFN9O6S3 in a non-equilibrium geometry, computed with ωB97M-V with the def2-TZVPD basis set.

Computed properties:
Relative energy (zero: lowest compared OMol25 entry of this formula, charge and spin) = 12.5 kcal/mol
Charge = -2
Spin multiplicity = 1
Highest occupied orbital energy = -2.20 eV
Gap between HOMO and LUMO = 5.72 eV
Molecular weight = 908.0 Da

Cartesian coordinates (Å):
Ca (0.744, 0.367, 0.844)
C (-5.686, -0.427, 3.054)
C (-4.972, 0.488, 2.062)
C (-5.866, 1.701, 1.808)
C (-3.628, 0.974, 2.606)
N (-4.744, -0.230, 0.764)
C (-5.021, 0.337, -0.484)
C (-4.307, -0.335, -1.395)
N (-3.563, -1.309, -0.741)
B (-2.172, -1.766, -1.332)
N (-2.048, -1.245, -2.802)
C (-2.117, -2.042, -3.929)
C (-1.551, -1.381, -4.949)
N (-1.124, -0.145, -4.451)
C (-1.440, -0.066, -3.114)
S (-1.181, 1.211, -2.037)
C (-0.171, 0.760, -5.151)
C (0.051, 0.263, -6.578)
C (-0.750, 2.171, -5.220)
C (1.171, 0.736, -4.416)
N (-2.062, -3.320, -1.350)
C (-3.025, -4.202, -0.907)
C (-2.462, -5.412, -0.774)
N (-1.114, -5.276, -1.128)
C (-0.875, -3.975, -1.501)
S (0.563, -3.284, -2.069)
C (-0.078, -6.324, -0.929)
C (0.955, -5.832, 0.083)
C (0.571, -6.674, -2.266)
C (-0.735, -7.584, -0.370)
C (-3.849, -1.252, 0.590)
S (-3.271, -2.341, 1.763)
H (-5.826, 0.121, 3.990)
H (-5.103, -1.326, 3.250)
H (-6.669, -0.720, 2.668)
H (-6.093, 2.152, 2.776)
H (-6.810, 1.418, 1.335)
H (-5.368, 2.456, 1.199)
H (-3.796, 1.616, 3.475)
H (-3.075, 1.541, 1.853)
H (-3.005, 0.138, 2.914)
H (-5.700, 1.155, -0.619)
H (-4.235, -0.184, -2.457)
H (-1.284, -1.239, -0.741)
H (-2.538, -3.033, -3.900)
H (-1.416, -1.686, -5.969)
H (-0.887, 0.204, -7.137)
H (0.542, -0.712, -6.600)
H (0.700, 0.982, -7.081)
H (-1.649, 2.180, -5.844)
H (-0.007, 2.840, -5.665)
H (-1.004, 2.533, -4.225)
H (1.535, -0.291, -4.342)
H (1.068, 1.132, -3.405)
H (1.900, 1.340, -4.968)
H (-4.032, -3.882, -0.700)
H (-2.896, -6.336, -0.447)
H (1.404, -4.890, -0.230)
H (1.747, -6.580, 0.187)
H (0.481, -5.691, 1.058)
H (1.058, -5.801, -2.701)
H (-0.188, -7.038, -2.965)
H (1.313, -7.463, -2.110)
H (-1.232, -7.396, 0.583)
H (0.053, -8.319, -0.199)
H (-1.456, -8.015, -1.069)
N (0.283, -1.670, 2.068)
C (1.116, -1.424, 3.288)
C (0.915, 0.025, 3.797)
O (0.421, 0.217, 4.927)
N (1.325, 0.927, 2.902)
C (0.929, 2.327, 3.102)
C (-0.070, 2.834, 2.016)
O (-0.228, 4.053, 1.902)
O (-0.657, 1.914, 1.329)
H (-0.683, -1.860, 2.318)
H (0.618, -2.480, 1.558)
H (2.163, -1.535, 3.003)
H (0.886, -2.118, 4.096)
H (1.794, 2.993, 3.073)
H (0.432, 2.470, 4.066)
C (7.404, 3.602, -0.521)
C (6.946, 2.756, -1.704)
C (7.197, 3.425, -3.049)
C (6.360, 4.690, -3.190)
C (4.914, 4.419, -2.857)
C (3.911, 5.242, -3.319)
C (2.582, 4.977, -3.006)
F (1.640, 5.823, -3.483)
C (2.214, 3.902, -2.251)
C (3.217, 3.047, -1.788)
C (2.808, 1.866, -0.992)
O (1.608, 1.714, -0.766)
C (3.878, 0.986, -0.560)
C (5.149, 1.336, -0.873)
N (5.522, 2.427, -1.587)
C (4.556, 3.303, -2.075)
C (3.709, -0.354, 0.183)
O (4.753, -0.902, 0.558)
O (2.521, -0.764, 0.288)
H (8.457, 3.876, -0.627)
H (7.281, 3.046, 0.410)
H (6.811, 4.515, -0.439)
H (7.475, 1.803, -1.680)
H (6.937, 2.722, -3.844)
H (8.261, 3.652, -3.139)
H (6.429, 5.079, -4.207)
H (6.755, 5.470, -2.533)
H (4.147, 6.103, -3.935)
H (1.180, 3.690, -1.994)
H (5.944, 0.685, -0.525)

Löwdin population analysis, charges in e, atoms 1 to 99: 1.350, -0.071, -0.550, -0.069, -0.031, 0.001, -0.058, -0.076, 0.047, -0.630, 0.011, -0.086, -0.068, -0.003, -0.696, 0.716, -0.557, -0.071, -0.059, -0.037, 0.032, -0.109, -0.065, -0.008, -0.709, 0.641, -0.566, -0.052, -0.063, -0.071, -0.698, 0.632, 0.080, 0.013, 0.080, 0.082, 0.078, 0.087, 0.091, 0.085, 0.054, 0.100, 0.114, 0.082, 0.118, 0.096, 0.079, 0.082, 0.082, 0.081, 0.080, 0.020, 0.094, 0.032, 0.084, 0.102, 0.096, 0.030, 0.082, 0.090, 0.026, 0.082, 0.078, 0.082, 0.082, 0.080, -0.065, -0.177, -0.594, -0.065, -0.131, -0.165, -0.675, -0.042, -0.258, 0.005, 0.069, 0.102, 0.095, 0.096, 0.102, -0.030, -0.323, -0.146, -0.144, -0.144, 0.032, -0.258, 0.048, 0.088, -0.034, -0.281, -0.118, -0.006, 0.018, -0.003, -0.083, -0.630, -0.018